[1]
67
Properties=species:S:1:pos:R:3:forces:R:3:lowdin_charge:R:1 method="wB97M-V/def2-TZVPD" charge=+1 e_lumo_ev="-5.4984 / -5.4973" e_tot_ha=-4616.6085 e_above_lowest_kj_mol=172.0
Au 0.147522 -0.751916 0.011239 -0.296 -0.427 0.915 1.126
C -2.446366 2.424552 1.607654 0.028 0.050 0.055 -0.162
Si -2.051863 1.736178 -0.092180 0.162 0.087 -0.101 0.400
C -3.079166 0.179461 -0.299268 -0.029 -0.022 0.043 -0.189
C -2.611050 3.057567 -1.301065 -0.042 -0.042 -0.052 -0.169
C -0.233071 1.331073 -0.456429 0.241 -0.667 0.329 -0.549
Si 1.079781 2.228269 0.574042 -0.261 0.219 -0.209 0.379
C 1.063306 1.635539 2.351383 -0.002 -0.009 0.067 -0.178
C 0.713716 4.063253 0.507359 0.077 0.032 0.065 -0.157
C 2.822312 1.953507 -0.063615 0.015 -0.081 -0.044 -0.166
Si 0.079397 1.309929 -2.290474 -0.201 0.378 0.053 0.431
C -1.189215 0.384365 -3.305469 -0.016 -0.051 -0.005 -0.157
C 0.501410 2.947384 -3.070475 0.091 -0.004 -0.060 -0.151
C 1.574056 0.160658 -2.392762 -0.059 -0.163 0.057 -0.278
C 2.558708 0.142879 -3.369087 -0.013 0.038 0.014 -0.029
C 3.548279 -0.821714 -3.348604 0.053 0.030 -0.070 -0.013
C 3.535460 -1.774632 -2.344291 0.024 -0.058 0.064 -0.010
C 2.542438 -1.736576 -1.391626 -0.059 0.194 -0.142 -0.092
N 1.590250 -0.785153 -1.426365 0.193 -0.078 -0.280 -0.055
H -3.244817 3.162155 1.495302 0.000 -0.003 -0.014 0.049
H -1.617511 2.926383 2.105118 -0.010 0.015 -0.006 0.015
H -2.823804 1.650187 2.271027 -0.071 0.068 -0.038 0.003
H -4.117862 0.413138 -0.048810 -0.009 -0.027 -0.007 0.049
H -2.767190 -0.628099 0.374807 -0.015 0.034 0.005 -0.004
H -3.058553 -0.216531 -1.314321 -0.010 0.005 -0.001 0.011
H -3.684302 3.219191 -1.170067 0.009 0.031 0.008 0.048
H -2.447899 2.809725 -2.349564 -0.028 0.023 -0.008 0.012
H -2.105172 4.004403 -1.097491 -0.010 -0.001 0.024 0.041
H 0.176749 1.963911 2.895158 0.009 0.008 0.000 0.018
H 1.933886 2.046742 2.869567 -0.014 0.013 0.008 0.049
H 1.130291 0.547765 2.443185 0.067 0.016 -0.016 -0.037
H -0.260253 4.305845 0.935090 -0.004 0.012 -0.015 0.025
H 0.730965 4.436694 -0.518593 0.009 -0.002 0.002 0.029
H 1.468263 4.615916 1.073071 -0.016 0.019 -0.010 0.044
H 3.171999 0.932838 0.114489 0.010 0.010 0.006 0.028
H 3.494534 2.625302 0.475756 0.001 -0.010 0.012 0.047
H 2.936659 2.167060 -1.127948 0.014 0.040 0.014 0.022
H -2.148741 0.897713 -3.364055 0.001 -0.002 -0.007 0.034
H -1.368175 -0.615512 -2.902496 0.021 -0.010 -0.022 0.009
H -0.813029 0.267896 -4.325098 -0.008 0.001 0.001 0.048
H -0.259767 3.694700 -2.843404 -0.006 -0.009 -0.005 0.032
H 0.559531 2.862688 -4.158344 0.011 0.000 0.005 0.046
H 1.458110 3.329226 -2.707708 -0.010 0.017 -0.001 0.036
H 2.540023 0.900203 -4.141822 -0.012 0.006 0.006 0.121
H 4.321671 -0.835078 -4.105319 -0.009 0.000 -0.003 0.126
H 4.283470 -2.552335 -2.290286 0.002 0.004 0.022 0.125
H 2.497057 -2.455962 -0.598772 -0.001 -0.091 0.052 0.065
Cl 2.534862 -2.189175 1.971757 -0.022 -0.013 -0.029 0.695
C 1.355904 -3.295875 1.323817 -0.045 0.033 0.038 -0.763
C 0.365289 -2.797722 0.487004 0.272 0.019 -0.059 -0.414
C -0.543547 -3.702692 -0.029471 -0.057 0.034 -0.013 -0.701
Cl -1.758476 -3.093269 -1.116897 0.013 -0.038 0.051 0.703
C -0.522931 -5.056370 0.298791 -0.026 0.016 -0.033 -0.711
Cl -1.690881 -6.128533 -0.349400 -0.001 -0.003 0.010 0.724
C 0.466402 -5.525387 1.162741 0.034 -0.007 0.028 -0.709
Cl 0.501407 -7.177993 1.611365 0.009 -0.007 -0.026 0.726
C 1.426643 -4.644167 1.666788 0.024 -0.032 -0.025 -0.722
Cl 2.669306 -5.220914 2.698030 -0.023 0.007 0.024 0.723
C -1.339671 -3.035539 3.523345 -0.020 -0.137 -0.368 -0.333
S -0.624937 -1.442496 3.089708 -0.019 0.571 -0.521 0.823
C -1.950599 -0.366112 3.642128 -0.025 -0.047 0.137 -0.374
H -2.168457 -3.299885 2.867886 -0.021 0.022 0.017 0.058
H -1.680096 -2.987185 4.556153 0.030 0.034 0.009 0.056
H -0.555745 -3.786131 3.438648 -0.022 0.016 0.006 0.035
H -2.083138 -0.466474 4.718764 0.018 -0.046 -0.002 0.057
H -2.885745 -0.595500 3.132818 0.017 0.012 -0.022 0.052
H -1.647629 0.650631 3.417585 0.039 -0.029 0.066 -0.001

[2]
24
Properties=species:S:1:pos:R:3:forces:R:3:lowdin_charge:R:1 method="wB97M-V/def2-TZVPD" charge=+1 e_lumo_ev="-4.2571 / -4.2494" e_tot_ha=-765.8005 e_above_lowest_kj_mol=321.3
C 0.407816 -0.240779 0.443586 -1.729 0.529 0.143 -0.250
C 1.110760 0.951352 0.625434 2.664 2.651 0.365 -0.459
C -1.208276 -1.853848 -0.207786 0.377 0.555 1.350 -0.133
C 0.141507 -2.531407 0.160403 0.653 -1.256 1.974 -0.095
C -1.024709 -0.418856 0.256770 3.588 -0.459 -0.404 -0.151
C 1.211287 -1.474070 0.480959 -4.126 0.843 -1.807 -0.171
C -2.108024 0.635655 0.208228 -0.270 0.969 0.251 -0.047
C 0.218959 2.842110 -1.477451 4.093 -2.909 -0.650 -0.269
N 2.499192 -1.553696 0.690283 0.404 -2.236 1.360 0.221
S 0.728962 2.583900 0.272082 -0.664 -0.410 0.285 0.990
H 2.247825 1.009096 0.771907 -1.930 -0.522 -0.109 0.063
H -1.268170 -1.830515 -1.312152 -0.586 -0.397 0.487 0.137
H -2.064223 -2.350736 0.341964 0.798 0.357 -1.131 0.147
H 0.100588 -2.987841 1.232892 -0.443 0.121 -1.808 0.171
H 0.349163 -3.320381 -0.578520 0.575 0.223 0.531 0.129
H -2.268512 1.089072 -0.827774 0.651 -0.365 1.170 0.107
H -2.089386 1.468335 1.012493 0.413 -1.430 -1.415 0.104
H -3.069517 0.162733 0.370165 -0.183 -0.335 0.164 0.073
H 0.762251 1.858492 -1.936505 -1.274 2.432 0.735 0.116
H 0.701728 3.719420 -1.918342 -0.320 -0.082 0.329 0.049
H -0.786012 2.727245 -1.654944 -2.376 0.077 -0.256 -0.011
H -0.485832 2.847292 0.847695 0.513 -0.032 -0.288 -0.016
H 2.908015 -2.475481 0.968913 -0.668 0.797 -0.978 0.171
H 2.984609 -0.857092 1.229698 -0.159 0.878 -0.297 0.122

[3]
9
Properties=species:S:1:pos:R:3:forces:R:3:lowdin_charge:R:1 method="wB97M-V/def2-TZVPD" e_lumo_ev=0.4510 e_tot_ha=-1533.7209 e_above_lowest_kj_mol=269.7
C 0.329925 0.817779 -1.813856 1.463 -1.661 -0.545 -0.563
C -0.233971 -1.226958 1.144161 -0.428 1.354 3.827 -1.104
O -0.722497 1.498953 -1.899240 -1.160 -0.103 -0.348 -0.031
Cl 1.615135 1.641680 -0.911546 -0.266 0.304 0.151 0.523
Cl -0.192510 -2.163682 -0.253071 -0.025 -0.287 -1.097 0.602
Cl 1.360726 -0.931055 1.963180 0.096 -0.042 -0.559 0.441
H -0.740906 -1.730857 1.979299 -0.060 -0.408 -0.733 0.016
H -0.721643 -0.225219 1.213700 0.416 -0.688 -1.383 0.042
H -0.694258 2.319358 -1.422628 -0.037 1.531 0.687 0.074

[4]
12
Properties=species:S:1:pos:R:3:forces:R:3:lowdin_charge:R:1 method="wB97M-V/def2-TZVPD" charge=-1 smiles="N[C@@H](C=O)C[S-]" e_lumo_ev=4.1286 e_tot_ha=-646.1197 e_above_lowest_kj_mol=120.8
O -1.319780 -1.065957 -1.842158 -0.134 -0.252 0.294 0.004
C -1.168649 -0.754265 -0.680397 0.360 0.765 -0.607 -0.285
C 0.206881 -0.474876 -0.094359 -0.772 -0.233 0.342 -0.488
C 0.604422 0.982875 -0.382849 0.620 -0.513 -0.495 -0.751
S -0.566242 2.175998 0.301411 0.078 0.117 0.143 0.173
N 0.118308 -0.754312 1.362989 0.953 0.750 -0.011 -0.013
H -2.027428 -0.548640 -0.021847 -0.011 -0.232 0.087 0.102
H 0.877540 -1.174365 -0.603469 0.169 -0.004 0.209 0.126
H 1.638500 1.066802 -0.006938 -0.149 0.260 0.286 0.041
H 0.749434 1.079217 -1.466949 -0.365 0.059 -0.020 0.044
H -0.196472 0.159482 1.725800 -0.632 -0.211 -0.060 -0.006
H 1.083482 -0.691959 1.708761 -0.118 -0.506 -0.167 0.053